# 1
{
  "formula": "C30H60BrN2O7",
  "method": "ωB97M-V/def2-TZVPD",
  "total_charge": 1,
  "fmax_ha_per_bohr": 0.01972,
  "e_tot_ev": -119426.78089,
  "elements": ["C", "O", "C", "C", "C", "C", "C", "C", "C", "C", "C", "C", "N", "C", "C", "C", "C", "C", "C", "C", "Br", "N", "H", "H", "H", "H", "H", "H", "H", "H", "H", "H", "H", "H", "H", "H", "H", "H", "H", "H", "H", "H", "H", "H", "H", "H", "H", "H", "H", "H", "H", "H", "H", "H", "C", "O", "C", "C", "O", "C", "C", "O", "C", "H", "H", "H", "H", "H", "H", "H", "H", "H", "H", "H", "H", "H", "H", "C", "O", "C", "C", "O", "C", "C", "O", "C", "H", "H", "H", "H", "H", "H", "H", "H", "H", "H", "H", "H", "H", "H"],
  "coordinates": [[-6.049, 1.900, 1.576], [-5.758, 0.766, 0.799], [-4.596, 0.077, 1.223], [-4.461, -1.179, 0.399], [-3.175, -1.973, 0.614], [-1.878, -1.174, 0.403], [-1.378, -0.467, 1.670], [-0.288, -1.277, 2.375], [0.023, -0.820, 3.804], [1.075, 0.300, 3.984], [1.377, 1.133, 2.742], [2.503, 2.161, 3.013], [1.963, 3.519, 2.788], [1.421, 4.174, 3.795], [0.835, 5.422, 3.624], [0.851, 5.951, 2.350], [1.467, 5.190, 1.338], [1.524, 5.678, -0.083], [1.848, 7.159, -0.252], [1.558, 7.568, -1.693], [2.129, 9.381, -2.018], [2.007, 4.008, 1.550], [-7.123, 1.988, 1.712], [-5.589, 1.852, 2.565], [-5.700, 2.813, 1.086], [-3.732, 0.742, 1.110], [-4.696, -0.177, 2.284], [-4.618, -0.952, -0.653], [-5.291, -1.825, 0.692], [-3.167, -2.439, 1.600], [-3.186, -2.774, -0.123], [-2.076, -0.436, -0.375], [-1.112, -1.854, 0.038], [-0.994, 0.517, 1.391], [-2.191, -0.324, 2.378], [-0.672, -2.296, 2.447], [0.600, -1.343, 1.750], [0.394, -1.692, 4.340], [-0.911, -0.552, 4.292], [2.003, -0.133, 4.354], [0.703, 0.989, 4.745], [1.650, 0.533, 1.882], [0.473, 1.674, 2.471], [2.785, 2.132, 4.059], [3.365, 1.999, 2.378], [1.431, 3.696, 4.762], [0.390, 5.946, 4.453], [0.407, 6.909, 2.144], [2.295, 5.107, -0.595], [0.586, 5.426, -0.578], [1.245, 7.811, 0.375], [2.894, 7.369, -0.042], [2.012, 6.894, -2.410], [0.485, 7.563, -1.857], [-6.586, -8.234, -1.373], [-6.560, -7.122, -2.244], [-6.621, -5.849, -1.636], [-5.471, -4.927, -1.998], [-4.165, -5.340, -1.632], [-3.582, -6.482, -2.234], [-3.274, -6.407, -3.718], [-4.414, -6.257, -4.540], [-4.409, -5.152, -5.418], [-7.593, -8.657, -1.322], [-5.916, -8.998, -1.771], [-6.252, -7.974, -0.366], [-6.687, -5.940, -0.546], [-7.540, -5.356, -1.978], [-5.634, -4.005, -1.431], [-5.510, -4.642, -3.051], [-4.146, -7.386, -1.997], [-2.616, -6.595, -1.733], [-2.793, -7.356, -3.987], [-2.548, -5.608, -3.906], [-3.762, -4.347, -5.059], [-5.427, -4.764, -5.488], [-4.084, -5.454, -6.418], [5.522, -1.085, -2.480], [6.465, -0.531, -1.585], [7.599, 0.076, -2.176], [7.817, 1.520, -1.765], [6.795, 2.446, -2.100], [5.540, 2.388, -1.464], [5.490, 2.754, 0.009], [6.229, 1.886, 0.847], [7.215, 2.491, 1.661], [5.662, -2.166, -2.564], [4.520, -0.900, -2.085], [5.585, -0.635, -3.474], [7.552, 0.009, -3.267], [8.486, -0.482, -1.853], [8.690, 1.864, -2.325], [8.086, 1.597, -0.711], [5.044, 1.431, -1.642], [4.930, 3.138, -1.978], [4.441, 2.681, 0.330], [5.803, 3.796, 0.148], [7.567, 3.436, 1.241], [8.066, 1.813, 1.732], [6.829, 2.668, 2.670]]
}

=====

# 2
{
  "formula": "C30H60Cl14O12",
  "method": "ωB97M-V/def2-TZVPD",
  "total_charge": 0,
  "fmax_ha_per_bohr": 0.12317,
  "e_tot_ev": -231967.10407,
  "elements": ["C", "C", "O", "C", "O", "O", "C", "H", "H", "H", "H", "H", "H", "H", "H", "C", "C", "O", "C", "O", "O", "C", "H", "H", "H", "H", "H", "H", "H", "H", "C", "C", "O", "C", "O", "O", "C", "H", "H", "H", "H", "H", "H", "H", "H", "C", "C", "O", "C", "O", "O", "C", "H", "H", "H", "H", "H", "H", "H", "H", "Cl", "C", "C", "Cl", "H", "H", "H", "H", "Cl", "C", "C", "Cl", "H", "H", "H", "H", "Cl", "C", "C", "Cl", "H", "H", "H", "H", "Cl", "C", "C", "Cl", "H", "H", "H", "H", "Cl", "C", "C", "Cl", "H", "H", "H", "H", "Cl", "C", "C", "Cl", "H", "H", "H", "H", "Cl", "C", "C", "Cl", "H", "H", "H", "H"],
  "coordinates": [[0.717, 0.343, -0.792], [-0.561, -0.200, -1.404], [-1.635, 0.720, -1.102], [-2.406, 0.593, 0.062], [-3.139, 1.500, 0.451], [-2.277, -0.629, 0.577], [-3.013, -0.907, 1.720], [1.556, -0.302, -1.051], [0.736, 0.407, 0.296], [1.073, 1.268, -1.247], [-0.789, -1.243, -1.183], [-0.680, -0.199, -2.487], [-2.430, -1.677, 2.224], [-4.005, -1.300, 1.497], [-3.218, 0.004, 2.284], [-3.431, 2.856, 3.807], [-2.096, 3.588, 3.368], [-1.151, 3.702, 4.399], [0.127, 3.930, 4.147], [0.623, 4.074, 3.031], [0.766, 3.962, 5.350], [2.052, 4.442, 5.418], [-4.108, 3.526, 4.338], [-3.302, 1.982, 4.446], [-3.942, 2.504, 2.911], [-2.260, 4.603, 3.003], [-1.647, 3.024, 2.550], [2.251, 5.386, 4.912], [2.658, 3.734, 4.853], [2.343, 4.233, 6.448], [2.777, -2.092, -4.702], [1.843, -2.976, -3.928], [0.483, -2.557, -4.165], [-0.527, -3.082, -3.491], [-0.467, -3.863, -2.542], [-1.644, -2.594, -4.018], [-2.894, -2.905, -3.448], [2.746, -1.066, -4.338], [2.502, -2.120, -5.756], [3.837, -2.326, -4.596], [1.981, -2.880, -2.851], [1.996, -3.996, -4.279], [-2.817, -3.053, -2.371], [-3.488, -3.711, -3.878], [-3.474, -1.986, -3.535], [1.483, -0.100, 3.944], [2.495, -0.655, 2.782], [1.721, -1.297, 1.803], [1.401, -2.585, 1.853], [1.831, -3.385, 2.745], [0.664, -2.904, 0.858], [0.307, -4.242, 0.674], [1.979, 0.637, 4.574], [1.213, -0.862, 4.675], [0.619, 0.392, 3.497], [3.172, -1.407, 3.187], [3.117, 0.172, 2.440], [1.165, -4.851, 0.391], [-0.380, -4.301, -0.170], [-0.312, -4.602, 1.496], [-3.394, -1.311, 5.030], [-5.243, -1.510, 4.949], [-5.734, -2.325, 6.084], [-5.359, -1.467, 7.620], [-5.497, -2.038, 4.031], [-5.784, -0.565, 5.000], [-5.275, -3.312, 6.153], [-6.805, -2.496, 5.972], [-4.309, -3.739, 0.055], [-3.976, -5.451, 0.398], [-3.050, -6.182, -0.575], [-3.823, -6.185, -2.152], [-4.933, -5.968, 0.456], [-3.617, -5.501, 1.426], [-2.917, -7.214, -0.250], [-2.049, -5.760, -0.482], [4.917, 0.702, -3.666], [3.869, 2.062, -3.455], [4.728, 3.259, -3.047], [5.944, 3.749, -4.262], [3.273, 1.790, -2.584], [3.161, 2.223, -4.268], [5.162, 3.066, -2.066], [4.168, 4.172, -2.845], [-2.479, -0.946, -7.068], [-0.980, -0.032, -6.617], [-1.104, 0.631, -5.289], [0.364, 1.458, -4.926], [-0.679, 0.692, -7.374], [-0.241, -0.831, -6.545], [-1.344, -0.004, -4.436], [-1.858, 1.410, -5.396], [4.083, -3.127, -0.751], [4.781, -1.487, -0.879], [6.190, -1.490, -1.358], [6.640, -2.411, -2.874], [4.617, -0.985, 0.074], [4.211, -1.071, -1.709], [6.927, -1.659, -0.573], [6.383, -0.430, -1.522], [0.182, 4.941, -1.454], [-1.385, 4.471, -0.654], [-2.644, 5.244, -1.128], [-3.800, 5.582, 0.272], [-1.193, 4.694, 0.396], [-1.543, 3.394, -0.711], [-3.140, 4.544, -1.801], [-2.297, 6.108, -1.696], [4.931, 4.494, 0.525], [3.366, 4.171, 1.365], [2.612, 3.061, 0.504], [3.485, 1.516, 0.361], [2.715, 5.045, 1.380], [3.487, 4.002, 2.435], [2.544, 3.431, -0.519], [1.574, 2.863, 0.771]]
}

=====

# 3
{
  "formula": "C30H60F8N10O6PS2",
  "method": "ωB97M-V/def2-TZVPD",
  "total_charge": 3,
  "fmax_ha_per_bohr": 0.09519,
  "e_tot_ev": -111949.79090,
  "elements": ["P", "F", "F", "F", "F", "F", "F", "C", "C", "N", "C", "C", "N", "C", "C", "H", "H", "H", "H", "H", "H", "H", "H", "H", "H", "H", "C", "C", "N", "C", "C", "N", "C", "C", "H", "H", "H", "H", "H", "H", "H", "H", "H", "H", "H", "C", "C", "N", "C", "C", "N", "C", "C", "H", "H", "H", "H", "H", "H", "H", "H", "H", "H", "H", "C", "C", "N", "C", "C", "N", "C", "C", "H", "H", "H", "H", "H", "H", "H", "H", "H", "H", "H", "C", "O", "C", "C", "N", "H", "H", "C", "C", "O", "C", "H", "H", "H", "H", "H", "H", "H", "H", "H", "H", "H", "H", "H", "H", "N", "S", "O", "O", "F", "S", "O", "O", "F"],
  "coordinates": [[-0.227, 0.404, -0.290], [0.609, 1.097, 0.962], [-0.395, 1.882, -0.928], [1.221, 0.297, -0.985], [-0.907, -0.144, -1.677], [-0.087, -1.013, 0.418], [-1.641, 0.640, 0.485], [-4.045, 2.912, -3.233], [-3.561, 1.675, -2.449], [-4.448, 1.460, -1.339], [-5.467, 0.527, -1.283], [-6.180, 0.768, -0.149], [-5.478, 1.743, 0.553], [-4.448, 2.126, -0.181], [-5.950, 2.379, 1.787], [-3.303, 3.103, -4.013], [-4.055, 3.849, -2.670], [-5.015, 2.843, -3.722], [-2.521, 1.842, -2.177], [-3.596, 0.853, -3.161], [-5.703, -0.015, -2.184], [-7.113, 0.370, 0.212], [-3.827, 2.990, -0.006], [-5.584, 3.401, 1.690], [-5.470, 1.872, 2.621], [-7.032, 2.413, 1.837], [5.704, 0.117, -1.078], [5.902, 0.002, 0.407], [4.905, -0.915, 0.998], [5.223, -2.198, 1.382], [4.132, -2.709, 2.030], [3.157, -1.734, 1.942], [3.654, -0.642, 1.356], [1.862, -1.708, 2.565], [5.676, -0.882, -1.527], [6.470, 0.751, -1.524], [4.768, 0.545, -1.448], [5.755, 0.970, 0.882], [6.894, -0.334, 0.696], [6.116, -2.719, 1.082], [3.913, -3.705, 2.371], [3.088, 0.276, 1.256], [1.872, -1.917, 3.632], [1.262, -2.394, 1.965], [1.394, -0.730, 2.470], [3.255, 7.215, 3.467], [2.426, 7.287, 2.219], [1.560, 6.164, 1.960], [1.481, 5.467, 0.773], [0.752, 4.343, 0.918], [0.355, 4.368, 2.243], [0.840, 5.448, 2.847], [-0.424, 3.355, 2.911], [3.971, 8.028, 3.548], [3.843, 6.293, 3.585], [2.737, 7.096, 4.426], [3.071, 7.488, 1.364], [1.834, 8.206, 2.291], [2.242, 5.705, 0.045], [0.661, 3.410, 0.389], [0.628, 5.689, 3.875], [-1.277, 3.066, 2.304], [-0.705, 3.658, 3.919], [0.221, 2.493, 3.101], [2.037, -4.300, -2.595], [2.948, -3.442, -3.459], [2.221, -2.514, -4.320], [2.260, -2.523, -5.700], [1.498, -1.444, -6.049], [1.134, -0.754, -4.935], [1.622, -1.412, -3.868], [0.364, 0.489, -4.920], [1.639, -5.268, -2.900], [1.166, -3.755, -2.213], [2.524, -4.573, -1.652], [3.540, -4.114, -4.082], [3.708, -2.888, -2.909], [2.944, -3.226, -6.142], [1.302, -0.975, -7.001], [1.576, -1.196, -2.811], [-0.192, 0.601, -3.992], [-0.250, 0.541, -5.812], [1.047, 1.340, -4.893], [-5.091, -6.935, 1.368], [-4.338, -6.380, 0.299], [-2.946, -6.510, 0.561], [-2.301, -5.844, -0.645], [-2.832, -4.419, -0.830], [-2.707, -4.248, -1.823], [-3.828, -4.380, -0.582], [-2.031, -3.372, -0.058], [-2.588, -3.131, 1.326], [-3.970, -2.873, 1.314], [-4.311, -1.580, 0.818], [-5.052, -8.028, 1.340], [-6.145, -6.695, 1.233], [-4.890, -6.691, 2.415], [-2.737, -7.581, 0.636], [-2.690, -6.071, 1.528], [-2.613, -6.398, -1.528], [-1.222, -5.735, -0.599], [-2.219, -2.501, -0.690], [-0.977, -3.629, -0.020], [-1.989, -2.405, 1.877], [-2.379, -4.071, 1.844], [-3.484, -0.871, 0.916], [-5.199, -1.269, 1.361], [-4.539, -1.636, -0.250], [4.716, 2.512, 2.800], [3.309, 2.635, 3.505], [2.242, 1.935, 2.803], [2.955, 3.844, 4.181], [3.678, 1.664, 4.714], [4.366, 3.513, 1.520], [4.212, 4.911, 1.809], [3.639, 2.967, 0.400], [5.879, 3.554, 0.950]]
}

=====

# 4
{
  "formula": "C30H60N8O6P2S3",
  "method": "ωB97M-V/def2-TZVPD",
  "de_lowest_kj_mol": 0.0,
  "total_charge": 0,
  "fmax_ha_per_bohr": 0.13962,
  "e_tot_ev": -107367.42590,
  "elements": ["C", "C", "C", "C", "C", "C", "C", "S", "C", "C", "O", "O", "C", "C", "C", "O", "C", "O", "C", "S", "C", "C", "C", "N", "S", "N", "C", "H", "H", "H", "H", "H", "H", "H", "H", "H", "H", "H", "H", "H", "H", "H", "H", "H", "H", "H", "H", "H", "H", "H", "H", "O", "P", "N", "C", "C", "N", "C", "C", "N", "C", "C", "H", "H", "H", "H", "H", "H", "H", "H", "H", "H", "H", "H", "H", "H", "H", "H", "H", "H", "O", "P", "N", "C", "C", "N", "C", "C", "N", "C", "C", "H", "H", "H", "H", "H", "H", "H", "H", "H", "H", "H", "H", "H", "H", "H", "H", "H", "H"],
  "coordinates": [[-4.590, -0.166, 2.435], [-3.480, 0.313, 1.465], [-3.961, 1.647, 0.816], [-3.088, -0.787, 0.440], [-1.563, -1.098, 0.540], [-0.878, -1.409, -0.786], [-0.831, -0.571, -1.873], [-1.644, 0.989, -1.727], [-1.064, 2.047, -3.092], [0.417, 1.932, -3.418], [0.767, 1.859, -4.558], [1.330, 1.879, -2.414], [1.349, 3.083, -1.627], [2.719, 3.334, -0.997], [2.804, 4.848, -0.659], [3.811, 3.054, -1.874], [4.243, 1.756, -1.891], [4.442, 1.222, -2.938], [4.541, 0.990, -0.612], [6.340, 0.994, -0.257], [-0.118, -0.996, -3.059], [0.529, -2.179, -3.150], [0.512, -3.107, -2.066], [1.085, -4.297, -1.975], [0.708, -4.850, -0.491], [-0.167, -3.620, 0.059], [-0.213, -2.679, -0.887], [-5.447, -0.524, 1.857], [-4.911, 0.708, 3.013], [-4.198, -0.907, 3.136], [-2.631, 0.570, 2.108], [-3.910, 1.653, -0.273], [-3.360, 2.473, 1.211], [-5.000, 1.841, 1.101], [-3.618, -1.706, 0.708], [-3.409, -0.550, -0.575], [-1.463, -1.986, 1.167], [-0.993, -0.294, 1.021], [-1.697, 1.898, -3.964], [-1.239, 3.076, -2.753], [0.615, 2.954, -0.815], [0.992, 3.948, -2.199], [2.760, 2.818, -0.036], [2.538, 4.964, 0.393], [3.854, 5.130, -0.766], [2.200, 5.454, -1.335], [4.054, 1.380, 0.283], [4.214, -0.040, -0.747], [6.488, -0.152, 0.438], [-0.088, -0.347, -3.928], [1.076, -2.447, -4.049], [-4.529, -3.273, -1.377], [-4.102, -4.397, -2.291], [-4.378, -3.602, -3.783], [-4.999, -4.108, -4.982], [-3.366, -2.606, -4.100], [-5.371, -5.512, -1.818], [-6.687, -5.448, -2.435], [-5.533, -5.581, -0.365], [-3.168, -5.721, -3.022], [-3.779, -6.932, -3.524], [-2.011, -6.078, -2.179], [-4.320, -4.725, -5.591], [-5.326, -3.272, -5.605], [-5.904, -4.676, -4.778], [-2.461, -3.069, -4.522], [-3.074, -2.052, -3.203], [-3.749, -1.872, -4.812], [-7.090, -4.428, -2.476], [-7.393, -6.075, -1.887], [-6.672, -5.869, -3.442], [-6.123, -4.747, 0.029], [-4.562, -5.570, 0.135], [-6.023, -6.519, -0.091], [-4.188, -7.571, -2.735], [-3.013, -7.505, -4.056], [-4.561, -6.733, -4.254], [-2.320, -6.597, -1.261], [-1.465, -5.175, -1.889], [-1.312, -6.715, -2.723], [3.818, 3.610, 1.979], [4.429, 3.526, 3.366], [3.089, 2.744, 4.105], [2.456, 3.026, 5.371], [2.993, 1.329, 3.782], [4.510, 5.255, 3.630], [3.343, 5.993, 4.089], [5.097, 5.962, 2.489], [5.484, 3.235, 4.774], [5.573, 4.150, 5.893], [6.848, 2.865, 4.349], [3.002, 2.603, 6.228], [1.451, 2.595, 5.380], [2.306, 4.089, 5.536], [3.675, 0.726, 4.401], [3.245, 1.154, 2.733], [1.975, 0.963, 3.925], [2.433, 5.749, 3.525], [3.519, 7.067, 4.008], [3.162, 5.825, 5.152], [4.375, 6.121, 1.680], [5.941, 5.404, 2.079], [5.482, 6.932, 2.812], [6.062, 5.097, 5.641], [6.161, 3.668, 6.679], [4.603, 4.365, 6.335], [7.390, 3.722, 3.927], [6.806, 2.084, 3.584], [7.424, 2.465, 5.185]]
}